{"formula": "C5H9NO", "method": "ωB97M-V with the def2-TZVPD basis set", "elements": ["H", "N", "C", "C", "C", "C", "C", "O", "H", "H", "H", "H", "H", "H", "H", "H"], "coordinates": [[-1.517, -2.232, -1.899], [-1.842, -1.644, -1.129], [-1.076, -0.642, -0.992], [-1.326, 0.403, 0.059], [-0.183, 0.599, 1.069], [1.193, 0.824, 0.442], [1.896, -0.451, 0.034], [1.542, -1.560, 0.359], [-0.208, -0.464, -1.646], [-1.517, 1.357, -0.455], [-2.244, 0.126, 0.587], [-0.122, -0.275, 1.725], [-0.431, 1.460, 1.700], [1.157, 1.500, -0.425], [1.871, 1.313, 1.158], [2.807, -0.314, -0.588]], "atomic_forces_ev_per_a": [[-0.1, 0.0, 0.1], [0.3, 0.2, -0.1], [-0.1, -0.1, 0.1], [-0.1, 0.0, 0.0], [0.0, 0.0, 0.1], [0.0, 0.0, 0.0], [-0.1, -0.3, 0.1], [0.2, 0.5, -0.2], [-0.1, -0.1, 0.1], [0.1, -0.1, 0.0], [0.1, 0.1, -0.1], [0.0, 0.1, -0.1], [0.0, -0.1, -0.1], [0.0, -0.1, 0.1], [-0.1, -0.1, -0.1], [-0.1, 0.0, 0.1]], "lowdin_charge": [0.048, 0.096, -0.271, -0.190, -0.204, -0.175, -0.278, 0.049, 0.111, 0.115, 0.111, 0.115, 0.109, 0.120, 0.122, 0.121], "relative_energy_kcal_mol": 35.2, "lumo_energy_ev": 0.9, "smiles": "[H]/N=C/CCCC=O", "homo_energy_ev": -9.9, "homo_lumo_gap_ev": 10.83, "total_energy_ha": -325.881515}

{"formula": "C6H10N2O2S2", "method": "ωB97M-V with the def2-TZVPD basis set", "elements": ["C", "C", "C", "C", "C", "C", "N", "N", "O", "O", "S", "S", "H", "H", "H", "H", "H", "H", "H", "H", "H", "H"], "coordinates": [[3.370, -0.427, -0.181], [1.772, -0.978, 1.221], [1.224, 0.173, 0.763], [1.086, -1.947, 2.137], [-1.978, 1.735, 0.617], [-1.476, 0.523, -0.016], [2.942, -1.268, 0.713], [-2.248, 0.230, -2.476], [-0.572, 1.916, -1.984], [0.183, -0.399, -1.791], [2.284, 0.946, -0.392], [-0.845, 0.570, -1.669], [4.230, -0.407, -0.901], [0.396, -2.544, 1.546], [1.881, -2.384, 2.682], [0.370, -1.405, 2.826], [-2.912, 1.907, -0.095], [-2.205, 1.627, 1.688], [-1.470, 2.665, 0.499], [-1.068, -0.259, 0.643], [-2.306, 0.435, -3.426], [-2.657, -0.709, -2.403]], "atomic_forces_ev_per_a": [[-0.5, 1.7, -0.8], [-3.2, 0.7, 1.2], [1.1, 1.1, -1.0], [-1.6, 2.1, 0.1], [-2.9, 0.1, -1.5], [2.4, -0.6, 0.9], [3.3, -1.1, -1.7], [-0.8, -1.5, 1.4], [0.4, 1.7, -0.7], [-0.2, -1.1, -0.7], [-0.1, -0.9, 1.0], [-1.5, -0.7, 1.2], [-0.6, -0.7, 1.4], [0.5, -0.9, 0.1], [0.2, -1.3, 0.6], [1.1, -0.4, -0.5], [1.0, 0.1, 1.9], [-0.3, -0.2, -0.6], [1.0, 0.4, -0.4], [-0.5, -0.1, -0.7], [0.5, 1.1, -1.9], [0.7, 0.3, 0.6]], "lowdin_charge": [-0.420, -0.539, -0.244, -0.037, -0.137, -0.199, 0.016, -0.067, -0.295, -0.340, 0.972, 0.482, 0.085, 0.077, 0.063, 0.093, 0.133, 0.086, 0.067, 0.064, 0.046, 0.092], "relative_energy_kcal_mol": 118.3, "lumo_energy_ev": [-0.8, -1.2], "homo_energy_ev": [-8.9, -8.6], "homo_lumo_gap_ev": [8.07, 7.43], "total_energy_ha": -1290.777842}

{"formula": "C4H12N2O2", "method": "ωB97M-V with the def2-TZVPD basis set", "elements": ["C", "C", "C", "N", "C", "N", "O", "H", "H", "H", "H", "H", "H", "H", "H", "H", "H", "O", "H", "H"], "coordinates": [[-1.279, 1.902, 0.559], [-0.463, 0.575, 0.632], [-0.543, -0.295, -0.646], [-0.455, 0.406, -1.898], [0.524, -1.388, -0.569], [0.913, -1.864, -1.773], [1.009, -1.815, 0.467], [-1.866, 1.949, 1.468], [-1.854, 2.053, -0.355], [-0.613, 2.760, 0.483], [0.582, 0.861, 0.806], [-0.737, 0.038, 1.541], [-1.512, -0.768, -0.596], [0.357, 1.010, -1.905], [-1.291, 0.949, -2.050], [0.579, -1.443, -2.620], [1.559, -2.636, -1.805], [1.460, -0.478, 2.876], [1.422, -0.973, 2.032], [2.208, -0.843, 3.354]], "atomic_forces_ev_per_a": [[0.7, -0.4, -0.2], [0.4, 1.1, -0.3], [0.2, 0.2, 1.5], [0.1, -0.1, -0.4], [0.2, -0.2, -0.6], [0.1, -0.2, 0.0], [-0.2, 0.0, 0.1], [-0.4, 0.5, -0.2], [-0.6, -0.5, 0.2], [0.2, 0.0, 0.5], [-0.1, -0.2, -0.1], [-0.1, -0.3, -0.3], [-0.4, -0.5, -0.2], [-0.1, 0.2, -0.1], [0.1, 0.2, -0.1], [-0.2, 0.0, 0.0], [0.0, 0.2, 0.1], [0.1, -0.1, -0.2], [-0.1, 0.1, 0.3], [0.0, 0.0, 0.0]], "lowdin_charge": [-0.087, -0.196, -0.327, 0.042, -0.480, 0.171, 0.033, 0.067, 0.051, 0.066, 0.105, 0.106, 0.150, 0.097, 0.072, 0.086, 0.115, -0.085, -0.012, 0.027], "relative_energy_kcal_mol": 15.9, "lumo_energy_ev": 0.8, "smiles": "CC[C@@H](N)C(N)=O.O", "homo_energy_ev": -9.8, "homo_lumo_gap_ev": 10.60, "total_energy_ha": -419.623158}

{"formula": "C3H10NS", "method": "ωB97M-V with the def2-TZVPD basis set", "elements": ["C", "C", "N", "C", "S", "H", "H", "H", "H", "H", "H", "H", "H", "H", "H"], "coordinates": [[0.102, 0.668, 2.237], [-0.283, 0.115, 0.884], [0.091, -1.376, 0.822], [0.464, 0.744, -0.328], [-0.275, 0.073, -1.876], [-0.370, 0.035, 2.988], [0.157, 1.729, 2.434], [1.169, 0.403, 2.375], [-1.355, 0.084, 0.695], [-0.060, -1.621, -0.171], [1.103, -1.531, 0.912], [-0.326, -2.063, 1.448], [0.203, 1.799, -0.322], [1.533, 0.591, -0.194], [0.375, 0.945, -2.671]], "atomic_forces_ev_per_a": [[1.8, -1.7, 0.2], [0.3, 0.2, -0.7], [1.1, -0.1, -1.0], [-1.5, -0.1, 0.7], [0.6, 0.3, 0.2], [-0.4, 0.7, 0.4], [-1.0, 0.2, -0.3], [-0.1, 0.0, -0.1], [-0.1, 0.3, 0.1], [-0.4, -0.4, 0.3], [0.0, 0.4, 0.3], [-0.6, 0.3, 0.1], [0.3, 0.1, 0.2], [0.1, 0.1, -0.3], [-0.1, -0.3, 0.0]], "lowdin_charge": [-0.032, -0.400, 0.187, -0.483, 0.758, 0.094, 0.102, 0.097, 0.142, 0.101, 0.173, 0.177, 0.089, 0.094, -0.100], "relative_energy_kcal_mol": 12.0, "lumo_energy_ev": -3.6, "total_charge": 1, "smiles": "C[C@H]([NH3+])CS", "homo_energy_ev": -13.6, "homo_lumo_gap_ev": 10.02, "total_energy_ha": -572.979996}

{"formula": "C4H7FO2", "method": "ωB97M-V with the def2-TZVPD basis set", "elements": ["C", "C", "C", "C", "H", "H", "H", "H", "H", "H", "H", "O", "O", "F"], "coordinates": [[1.694, -0.007, 0.922], [-0.752, -0.093, 0.384], [-0.520, 0.662, -0.813], [-1.934, -0.791, 0.409], [2.320, 1.030, 1.744], [1.968, -1.215, 1.425], [1.657, 0.390, -0.395], [-1.231, 0.916, -1.522], [0.255, 1.579, -0.661], [0.869, 0.062, -2.344], [-2.663, -0.585, -0.468], [0.195, -0.061, 1.306], [0.454, -0.368, -1.492], [-2.312, -1.518, 1.505]], "atomic_forces_ev_per_a": [[-0.5, 0.9, 1.1], [-2.8, -0.8, 0.2], [6.2, 0.5, -1.3], [0.7, 1.6, -0.2], [-2.2, -3.5, -2.6], [0.0, 4.0, -2.3], [1.0, -2.1, 4.6], [-1.8, 0.3, -0.8], [-2.4, -1.6, 0.1], [-1.3, -1.1, 2.3], [1.0, -0.9, 2.1], [2.1, 0.1, 1.0], [-0.1, 2.2, -2.9], [0.1, 0.4, -1.3]], "lowdin_charge": [-0.059, -0.406, -0.123, -0.046, 0.159, 0.157, 0.145, 0.087, 0.160, 0.134, 0.148, -0.160, -0.202, 0.005], "relative_energy_kcal_mol": 155.5, "lumo_energy_ev": 0.4, "homo_energy_ev": -8.6, "homo_lumo_gap_ev": 9.07, "total_energy_ha": -406.717176}

{"formula": "C8H14N2O6", "method": "ωB97M-V with the def2-TZVPD basis set", "elements": ["C", "C", "O", "C", "N", "C", "O", "N", "C", "C", "C", "O", "O", "C", "O", "O", "H", "H", "H", "H", "H", "H", "H", "H", "H", "H", "H", "H", "H", "H"], "coordinates": [[2.991, -1.699, -0.568], [3.130, -0.188, -0.401], [3.200, 0.407, -1.684], [2.091, 0.559, 0.458], [1.991, 0.184, 1.868], [0.714, 0.442, -0.272], [0.584, 0.358, -1.511], [-0.390, 0.385, 0.520], [-1.695, 0.314, -0.077], [-2.587, -0.660, 0.617], [-3.653, -1.323, -0.186], [-3.732, -2.531, -0.170], [-4.530, -0.589, -0.868], [-2.328, 1.698, -0.186], [-3.471, 1.916, -0.520], [-1.473, 2.714, -0.065], [3.893, -2.039, -1.126], [3.044, -2.247, 0.383], [2.059, -1.984, -1.101], [4.093, -0.009, 0.157], [2.232, 0.280, -1.981], [2.411, 1.585, 0.270], [2.691, 0.591, 2.489], [2.077, -0.810, 2.014], [-0.355, 0.335, 1.553], [-1.472, 0.033, -1.093], [-1.953, -1.467, 0.960], [-3.144, -0.178, 1.466], [-4.387, 0.391, -0.725], [-2.031, 3.532, -0.221]], "atomic_forces_ev_per_a": [[0.2, -0.4, 0.0], [1.3, -0.3, 0.5], [-1.5, -0.3, 0.1], [-0.7, -0.6, -1.0], [0.1, 0.5, 0.1], [-0.4, -0.4, -0.1], [0.4, 0.3, 1.5], [0.1, -0.2, 1.2], [0.4, 1.4, -0.1], [-0.7, 0.3, 1.2], [-0.5, -1.4, -0.4], [-0.1, 0.6, -0.2], [0.1, 1.0, 0.2], [0.4, 0.5, -1.0], [-0.5, -0.5, 0.4], [-0.8, 1.0, 0.2], [-0.8, 0.2, 0.1], [-0.2, 0.2, 0.0], [0.6, 0.2, 0.2], [-0.6, -0.1, -0.7], [1.6, 0.6, 0.0], [-0.3, 0.3, 0.7], [-0.2, 0.2, -0.6], [-0.1, -0.3, -0.3], [0.7, 0.3, -1.1], [-0.3, -0.2, -0.7], [-0.1, -0.1, 0.4], [0.8, -0.4, -0.4], [0.1, -0.9, -0.2], [0.9, -1.1, 0.2]], "lowdin_charge": [-0.046, -0.433, -0.061, -0.245, 0.062, -0.350, 0.037, 0.105, -0.222, -0.043, -0.539, 0.104, 0.120, -0.436, 0.105, 0.135, 0.094, 0.069, 0.092, 0.153, 0.086, 0.160, 0.089, 0.073, 0.162, 0.164, 0.135, 0.165, 0.095, 0.168], "relative_energy_kcal_mol": 15.6, "lumo_energy_ev": 0.2, "smiles": "C[C@@H](O)[C@H](N)C(=O)N[C@@H](CC(=O)O)C(=O)O", "homo_energy_ev": -9.7, "homo_lumo_gap_ev": 9.91, "total_energy_ha": -874.244503}

{"formula": "C2H4N2S2", "method": "ωB97M-V with the def2-TZVPD basis set", "elements": ["H", "N", "C", "N", "S", "C", "S", "H", "H", "H"], "coordinates": [[0.016, 2.274, 1.114], [0.101, 1.466, 1.772], [-0.208, 0.234, 1.513], [-0.707, -0.356, 0.413], [-1.059, 0.017, -1.209], [0.404, -0.463, -1.984], [1.844, -1.053, -1.464], [0.257, -0.656, 2.061], [-1.043, -1.374, 0.832], [0.395, -0.089, -3.049]], "atomic_forces_ev_per_a": [[-0.6, -1.6, 0.3], [0.0, -1.6, 0.0], [3.2, 3.3, 0.5], [-3.0, -5.3, -0.2], [0.6, 0.0, 1.4], [1.7, 0.7, -1.1], [-1.4, 0.2, 0.0], [-0.9, 1.7, 0.6], [0.9, 3.1, -2.5], [-0.5, -0.6, 0.9]], "lowdin_charge": [0.053, 0.065, -0.438, -0.417, 0.881, -1.063, 0.597, 0.135, 0.173, 0.015], "relative_energy_kcal_mol": 70.0, "lumo_energy_ev": -0.5, "smiles": "[H]/N=C\\NSC=S", "homo_energy_ev": -9.1, "homo_lumo_gap_ev": 8.51, "total_energy_ha": -984.403270}

{"formula": "H26O13", "method": "ωB97M-V with the def2-TZVPD basis set", "elements": ["H", "H", "H", "H", "H", "H", "H", "H", "H", "H", "H", "H", "H", "H", "H", "H", "H", "H", "H", "H", "H", "H", "H", "H", "H", "H", "O", "O", "O", "O", "O", "O", "O", "O", "O", "O", "O", "O", "O"], "coordinates": [[-0.824, -0.451, -0.562], [0.439, -0.706, -0.049], [0.717, 0.204, 3.135], [0.971, -0.684, 2.081], [-1.319, -0.846, 1.876], [-2.262, -1.853, 1.169], [-1.511, 1.315, 2.363], [-2.601, 2.242, 2.803], [1.435, 2.931, -0.841], [2.486, 3.621, -1.695], [3.687, 1.882, 0.803], [4.792, 0.822, 0.847], [4.190, -0.892, -0.068], [5.283, -0.791, 1.106], [-1.570, 0.113, -2.736], [-1.419, -1.445, -2.990], [-0.431, -2.972, 0.071], [0.526, -3.888, -0.630], [-0.419, 3.048, 0.059], [0.135, 3.842, -1.158], [-5.727, -2.317, -0.386], [-4.351, -1.709, -0.201], [-3.065, 2.399, -1.051], [-4.037, 1.714, -0.049], [2.710, -2.061, -2.347], [2.387, -2.962, -1.034], [0.055, -0.165, -0.761], [0.438, -0.659, 2.819], [-1.427, -1.334, 1.100], [-1.931, 2.127, 2.105], [1.720, 3.107, -1.814], [3.890, 1.022, 1.198], [4.814, -1.400, 0.442], [-1.554, -0.728, -2.348], [0.388, -3.024, -0.416], [-0.197, 2.891, -0.900], [-5.212, -1.846, 0.221], [-3.238, 1.685, -0.468], [2.031, -2.237, -1.696]], "atomic_forces_ev_per_a": [[-1.2, 0.3, -0.5], [0.8, 0.3, -0.7], [-0.2, 0.2, 0.7], [1.8, -0.8, -3.1], [0.4, 0.9, 2.1], [0.9, 0.8, 0.2], [0.5, -0.7, -0.1], [0.3, 0.1, -0.5], [0.6, -0.4, -2.8], [2.0, 1.1, -0.4], [0.0, -0.2, 0.1], [-1.2, 0.6, 0.4], [-0.4, 0.5, 0.1], [-1.4, -1.7, -1.6], [0.2, 1.6, -1.2], [0.1, 0.9, 0.1], [-0.3, 0.0, 0.4], [0.4, -3.8, -1.0], [-0.5, -0.7, -1.2], [-1.4, -2.7, 0.2], [-1.1, -1.1, -1.4], [-0.3, 0.1, -0.1], [-0.2, 1.1, -0.5], [-3.2, 0.7, 1.3], [0.6, -0.2, -0.1], [-0.8, 2.5, -2.3], [1.8, 0.3, 1.9], [-1.5, 0.9, 2.6], [-2.0, -2.4, -2.1], [-0.6, 0.7, 0.7], [0.9, -0.6, 1.5], [1.0, 0.4, -0.5], [1.9, 0.4, 1.5], [-1.4, -2.9, 0.1], [-1.3, 3.0, 1.6], [-1.8, 3.4, 2.5], [1.5, 1.1, 1.4], [3.3, -1.8, -1.0], [1.7, -1.7, 1.4]], "lowdin_charge": [-0.031, 0.001, 0.061, -0.003, -0.016, 0.087, -0.003, 0.055, 0.059, -0.002, 0.042, 0.038, 0.005, 0.063, 0.018, 0.063, 0.029, -0.005, 0.063, 0.107, 0.001, 0.034, 0.018, -0.018, 0.027, 0.102, -0.090, 0.001, -0.037, -0.043, -0.109, -0.071, -0.087, -0.038, -0.036, -0.138, -0.036, -0.001, -0.113], "relative_energy_kcal_mol": 149.9, "lumo_energy_ev": 0.1, "homo_energy_ev": -8.8, "homo_lumo_gap_ev": 8.90, "total_energy_ha": -993.534349}